[1]
{
  "formula": "C6H6GdO3",
  "method": "ωB97M-V/def2-TZVPD",
  "homo_lumo_gap_ha": [0.2509, 0.3056],
  "spin_multiplicity": 8,
  "charge": 1,
  "e_lumo_ev": [-6.424, -5.111],
  "s_squared": 16.2184,
  "symbols": ["O", "C", "O", "C", "H", "H", "C", "H", "H", "H", "C", "C", "C", "O", "Gd", "H"],
  "coordinates": [[3.548240, 1.095140, -0.517368], [3.440518, -0.091975, 0.030176], [4.342946, -0.927791, 0.098690], [-1.588462, -0.592544, -0.100446], [-1.603001, -1.436338, 0.609257], [-1.539716, -1.065859, -1.095898], [-2.824004, 0.278225, 0.039902], [-2.827778, 1.084587, -0.705671], [-3.727893, -0.327936, -0.102496], [-2.872248, 0.737477, 1.036219], [2.070852, -0.125743, 0.572686], [0.982623, -0.643671, -0.027162], [-0.278622, 0.103714, 0.091887], [-0.228029, 1.335492, 0.303609], [2.044110, 2.220313, 0.285032], [1.060466, -1.643091, -0.518412]],
  "forces_ev_per_a": [[0.841, 0.880, -0.919], [3.180, -3.214, 0.700], [-2.352, 1.683, -0.075], [0.160, -0.154, 0.034], [0.058, 0.109, -0.162], [0.055, 0.032, 0.191], [-0.169, 0.248, 0.053], [-0.019, -0.223, 0.208], [0.287, 0.178, 0.034], [-0.006, -0.127, -0.277], [-1.278, -0.031, -1.047], [1.367, -0.815, 0.754], [-0.896, 0.514, 0.006], [0.390, -0.394, -0.161], [-1.254, 0.437, 0.492], [-0.363, 0.878, 0.167]]
}

=====

[2]
{
  "formula": "C40H30CuIN4O2PS",
  "method": "ωB97M-V/def2-TZVPD",
  "homo_lumo_gap_ha": [0.2700, 0.2586],
  "spin_multiplicity": 2,
  "charge": 0,
  "e_lumo_ev": [-0.316, -0.551],
  "s_squared": 0.7559,
  "symbols": ["Cu", "N", "C", "C", "C", "C", "C", "C", "S", "O", "O", "N", "C", "N", "C", "C", "C", "N", "H", "H", "H", "H", "H", "H", "H", "H", "H", "I", "C", "C", "C", "C", "C", "C", "C", "C", "C", "P", "C", "C", "C", "C", "C", "C", "C", "C", "C", "C", "C", "C", "C", "H", "H", "H", "H", "H", "H", "H", "H", "H", "H", "H", "H", "H", "H", "H", "H", "C", "C", "C", "C", "C", "C", "C", "C", "H", "H", "H", "H", "H"],
  "coordinates": [[0.594664, -0.177475, -0.466006], [4.644575, -2.866350, 5.187124], [4.246132, -2.119834, 4.086445], [5.064482, -2.032579, 2.956512], [4.688092, -1.267334, 1.869331], [3.479662, -0.575454, 1.896647], [2.672098, -0.627030, 3.027697], [3.053115, -1.392068, 4.115273], [2.950839, 0.341588, 0.492318], [4.029096, 1.168252, 0.054693], [1.707096, 1.016825, 0.901025], [2.416706, -0.698488, -0.606213], [2.975212, -1.881414, -1.014655], [4.304853, -2.010803, -1.075136], [4.762396, -3.138583, -1.601586], [3.933299, -4.144824, -2.071492], [2.580808, -3.946402, -1.869802], [2.090599, -2.838709, -1.322412], [5.341954, -3.572835, 5.031277], [3.931264, -3.126908, 5.844994], [6.006610, -2.570636, 2.939044], [5.326348, -1.191985, 0.999712], [1.756295, -0.050790, 3.054511], [2.424706, -1.425847, 4.999715], [5.842241, -3.241142, -1.642103], [4.321807, -5.039190, -2.536250], [1.854366, -4.708693, -2.135385], [0.119395, -2.474107, 1.005816], [-0.951385, -1.916051, 2.711516], [-0.575275, -2.641559, 3.804829], [-1.289118, -2.559648, 5.015457], [-2.397618, -1.780120, 5.073589], [-2.800899, -0.999281, 3.960873], [-3.974642, -0.220898, 4.079009], [-4.405487, 0.553663, 3.050590], [-3.628176, 0.629360, 1.881777], [-2.469242, -0.084474, 1.712512], [-1.501478, 0.443466, 0.225128], [-1.484191, 2.258715, 0.383144], [-1.382746, 3.060407, -0.753310], [-1.186475, 4.428406, -0.625533], [-1.067150, 5.003444, 0.631709], [-1.139298, 4.206617, 1.766107], [-1.342529, 2.840748, 1.642577], [-2.638635, 0.061045, -1.160865], [-3.673595, 0.908210, -1.550318], [-4.551112, 0.533588, -2.558591], [-4.408643, -0.698184, -3.182755], [-3.368820, -1.539997, -2.813602], [-2.485247, -1.159027, -1.814912], [-2.047169, -0.994664, 2.745377], [0.269115, -3.315637, 3.728453], [-0.974766, -3.147456, 5.867851], [-3.001521, -1.742092, 5.972391], [-4.525869, -0.261193, 5.011632], [-5.311114, 1.140569, 3.136433], [-3.944251, 1.305918, 1.100003], [-1.424298, 2.610366, -1.737318], [-1.106741, 5.040132, -1.515661], [-0.906523, 6.069705, 0.728065], [-1.023987, 4.646577, 2.748882], [-1.389623, 2.227009, 2.534007], [-3.786177, 1.880318, -1.086351], [-5.344388, 1.207130, -2.858425], [-5.098814, -0.995031, -3.962214], [-3.236739, -2.491956, -3.312140], [-1.654091, -1.810485, -1.561679], [0.476071, 0.752581, -2.198515], [0.353131, 1.314884, -3.268386], [0.165996, 1.973413, -4.535328], [-1.125610, 2.194551, -5.027075], [-1.320330, 2.825366, -6.247621], [-0.230861, 3.245700, -6.999791], [1.055053, 3.029097, -6.521859], [1.254359, 2.400273, -5.301588], [-1.972926, 1.854016, -4.442696], [-2.327316, 2.985284, -6.614132], [-0.382903, 3.737761, -7.952075], [1.910084, 3.350852, -7.104189], [2.255260, 2.231396, -4.926073]],
  "forces_ev_per_a": [[-1.315, 0.236, -0.799], [-0.007, 0.163, -0.090], [0.007, -0.053, 0.114], [0.021, -0.049, -0.030], [0.027, 0.113, 0.087], [-0.013, -0.128, 0.079], [0.050, -0.063, -0.037], [-0.030, -0.018, 0.009], [0.804, 0.274, 0.280], [0.162, -0.006, -0.050], [0.458, -0.008, 0.137], [0.584, -0.428, 0.353], [0.054, 0.556, 0.229], [0.088, -0.072, -0.147], [0.001, 0.077, 0.082], [0.031, -0.030, -0.005], [-0.106, 0.022, 0.040], [-0.116, -0.201, -0.236], [-0.014, -0.027, -0.018], [-0.016, -0.020, -0.007], [-0.036, 0.034, -0.004], [-0.030, -0.004, 0.042], [-0.014, -0.055, -0.023], [0.031, 0.017, -0.033], [-0.002, 0.014, -0.029], [-0.016, 0.008, 0.043], [0.025, 0.025, -0.006], [0.019, -0.256, -0.182], [-0.036, 0.140, -0.169], [-0.021, -0.044, 0.234], [0.104, -0.087, -0.006], [-0.105, 0.070, -0.016], [0.066, -0.014, -0.042], [-0.034, -0.017, 0.091], [-0.047, 0.077, -0.117], [-0.120, -0.038, 0.042], [0.322, -0.133, 0.082], [-0.488, 0.218, -0.594], [0.165, -0.035, 0.116], [-0.020, -0.014, -0.041], [-0.008, -0.041, 0.017], [-0.013, -0.028, -0.004], [0.003, -0.004, -0.020], [-0.049, 0.012, 0.005], [-0.111, 0.046, 0.184], [-0.008, 0.029, 0.008], [0.031, -0.028, -0.006], [0.031, 0.035, 0.028], [0.001, 0.008, 0.008], [0.128, -0.057, -0.014], [-0.014, 0.020, 0.095], [-0.040, 0.023, 0.032], [0.005, 0.003, -0.011], [0.010, 0.029, -0.018], [0.022, -0.005, -0.022], [0.025, -0.019, -0.023], [-0.014, 0.048, 0.008], [0.005, 0.031, 0.040], [-0.010, -0.022, 0.020], [0.007, -0.010, -0.003], [-0.015, -0.016, -0.019], [0.015, 0.009, 0.005], [-0.009, -0.010, 0.019], [0.010, -0.010, 0.018], [0.020, 0.008, -0.005], [0.006, 0.019, 0.009], [-0.086, 0.051, 0.002], [-0.386, -0.264, 0.172], [0.002, -0.013, -0.132], [-0.022, -0.039, 0.096], [0.014, 0.000, -0.027], [0.023, -0.024, 0.056], [-0.011, -0.016, 0.037], [0.004, -0.022, 0.044], [-0.003, 0.015, 0.001], [0.009, 0.004, -0.008], [0.019, 0.000, 0.009], [0.001, -0.008, 0.005], [-0.017, -0.003, 0.020], [-0.010, 0.003, -0.004]]
}

=====

[3]
{
  "formula": "C3H7NO4P",
  "method": "ωB97M-V/def2-TZVPD",
  "homo_lumo_gap_ha": 0.3196,
  "spin_multiplicity": 1,
  "charge": -1,
  "e_lumo_ev": 3.927,
  "smiles": "C[C@H](N)[C@]1(O)O[P@]1(=O)[O-]",
  "symbols": ["C", "C", "N", "C", "O", "O", "P", "O", "O", "H", "H", "H", "H", "H", "H", "H"],
  "coordinates": [[-0.085615, 1.369533, 0.921885], [0.333564, -0.093954, 0.943524], [1.775347, -0.333630, 0.902154], [-0.380879, -0.762062, -0.201338], [-1.432840, -1.641893, 0.295670], [0.527700, -1.371431, -1.296058], [-0.779960, -0.144841, -1.860997], [-1.927629, -0.813346, -2.451340], [-0.014675, 1.068199, -2.300759], [0.234114, 1.744442, -0.053823], [-1.208474, 1.355039, 0.789139], [0.417266, 1.967514, 1.677024], [0.066377, -0.598802, 1.901704], [2.145164, -0.321745, -0.131386], [2.134596, 0.553709, 1.336737], [-1.804056, -1.976734, -0.472135]],
  "forces_ev_per_a": [[-0.654, -0.505, -1.415], [0.011, -0.792, 0.688], [1.733, 1.823, -1.775], [-0.870, -1.575, -1.832], [2.897, 1.616, 2.145], [-2.974, 1.700, 0.959], [4.923, -0.171, 2.108], [-1.411, -0.452, -0.901], [-1.191, -0.579, -0.167], [0.204, 0.152, 0.034], [1.024, 0.614, 1.055], [-0.645, 0.129, 0.487], [-0.572, 0.405, -0.666], [-1.237, -0.021, 2.356], [0.200, -1.252, -0.582], [-1.437, -1.093, -2.493]]
}

=====

[4]
{
  "formula": "C23H27BrMnN9S",
  "method": "ωB97M-V/def2-TZVPD",
  "homo_lumo_gap_ha": [0.2645, 0.2526],
  "spin_multiplicity": 2,
  "charge": 1,
  "e_lumo_ev": [-2.259, -2.274],
  "s_squared": 0.7747,
  "symbols": ["Mn", "N", "C", "C", "C", "C", "C", "C", "N", "C", "C", "C", "S", "C", "N", "H", "H", "H", "H", "H", "H", "H", "C", "N", "C", "C", "N", "N", "C", "N", "N", "H", "H", "H", "H", "H", "H", "H", "H", "H", "H", "H", "C", "C", "C", "N", "H", "H", "H", "H", "H", "Br", "C", "C", "C", "C", "C", "C", "H", "H", "H", "H"],
  "coordinates": [[0.108388, -0.034008, 0.000408], [3.256409, 1.849407, 2.069811], [3.879279, 0.618734, 2.171741], [5.123115, 0.228543, 2.654551], [5.418160, -1.117901, 2.584037], [4.506522, -2.045579, 2.055455], [3.273468, -1.649908, 1.580321], [2.963077, -0.293221, 1.638074], [1.823845, 0.384985, 1.234523], [2.042800, 1.644978, 1.500286], [1.086249, 2.673871, 1.145984], [1.128864, 4.003956, 1.421429], [-0.217781, 4.781465, 0.725065], [-0.759681, 3.273497, 0.119630], [0.000509, 2.268968, 0.410801], [3.644002, 2.738695, 2.331596], [5.828283, 0.942613, 3.059216], [6.376621, -1.468146, 2.943241], [4.783435, -3.090626, 2.019903], [2.562784, -2.356163, 1.174301], [1.871608, 4.558334, 1.973107], [-1.661409, 3.200209, -0.471284], [-4.146893, -2.198916, -2.957762], [-3.811133, -1.321219, -1.836801], [-4.515274, -0.050189, -1.835057], [-2.557788, -1.344598, -1.268444], [-1.929732, -0.332095, -0.812186], [-2.026312, -2.620803, -1.155153], [-0.750258, -3.001103, -0.785914], [-0.581870, -4.355543, -0.789700], [0.167346, -2.161180, -0.495263], [-5.215396, -2.123221, -3.141415], [-3.937191, -3.245882, -2.751358], [-3.614976, -1.914809, -3.870523], [-5.562147, -0.236144, -2.062336], [-4.119574, 0.652853, -2.577535], [-4.467965, 0.403062, -0.845974], [-2.404812, 0.539672, -0.998104], [-2.669438, -3.369289, -1.334521], [-1.294209, -4.988160, -1.102964], [0.327804, -4.743726, -0.623118], [1.060540, -2.613508, -0.348259], [-3.495832, -0.232852, 4.264786], [-2.083010, -0.816934, 4.125708], [-1.464701, -0.406943, 2.867221], [-1.025511, -0.052376, 1.870618], [-3.917579, -0.519337, 5.225868], [-4.146048, -0.606612, 3.475452], [-3.471027, 0.854003, 4.207620], [-2.110811, -1.905884, 4.156680], [-1.445222, -0.481372, 4.943599], [3.022862, 1.293552, -5.968471], [2.196031, 0.984534, -4.284213], [0.820322, 1.075302, -4.171505], [0.227421, 0.832307, -2.936391], [0.963206, 0.506762, -1.791143], [2.352041, 0.439786, -1.961016], [2.974099, 0.670547, -3.186082], [0.219641, 1.324262, -5.037563], [-0.856232, 0.907386, -2.881347], [2.994706, 0.198250, -1.118071], [4.050790, 0.606081, -3.281853]],
  "forces_ev_per_a": [[-0.773, 0.737, -0.173], [0.048, 0.157, 0.109], [-0.061, -0.091, -0.051], [0.004, 0.047, 0.010], [0.021, 0.008, 0.011], [-0.038, -0.019, -0.022], [0.011, 0.045, -0.010], [-0.004, -0.048, 0.099], [-0.282, -0.347, -0.661], [0.161, -0.007, 0.017], [-0.026, 0.197, 0.014], [0.054, 0.121, 0.002], [-0.034, -0.106, -0.048], [-0.083, 0.204, -0.043], [0.143, -0.883, 0.014], [0.018, -0.005, -0.012], [-0.001, -0.024, 0.001], [-0.014, 0.005, -0.006], [0.002, 0.007, 0.005], [0.034, -0.033, 0.040], [-0.034, -0.019, -0.016], [0.033, -0.028, 0.026], [0.093, 0.080, -0.031], [-0.136, -0.100, 0.112], [0.037, -0.014, -0.042], [0.047, 0.040, -0.062], [0.733, 0.384, 0.111], [-0.103, -0.149, 0.036], [0.092, 0.012, -0.207], [-0.036, -0.030, 0.044], [0.187, 0.795, 0.596], [-0.006, -0.003, 0.017], [-0.014, -0.004, 0.010], [-0.002, -0.009, -0.002], [0.003, 0.008, -0.016], [0.004, 0.010, 0.013], [-0.003, 0.002, 0.007], [-0.071, -0.039, -0.138], [-0.034, 0.002, 0.055], [0.018, 0.028, -0.101], [0.019, 0.034, 0.009], [-0.001, -0.068, -0.047], [0.069, -0.028, -0.033], [-0.161, 0.129, 0.068], [-0.099, 0.091, 0.096], [0.226, -0.608, -0.088], [0.007, -0.008, -0.006], [-0.010, 0.011, 0.007], [-0.013, -0.001, 0.015], [0.054, -0.024, -0.029], [0.044, -0.015, -0.009], [-0.016, -0.003, 0.035], [0.031, 0.013, -0.075], [-0.087, 0.035, 0.031], [0.104, 0.087, -0.040], [-0.208, -0.624, 0.486], [0.010, 0.121, -0.154], [0.032, 0.001, 0.096], [0.022, 0.008, 0.002], [0.003, -0.044, -0.034], [-0.001, -0.036, -0.019], [-0.014, -0.003, -0.019]]
}

=====

In order of appearance, calculated total energy = -1223.308168; -4589.433870; -815.675165; -5508.494069 hartree.